(1)
# C6H12N2

One molecule with the formula C6H12N2 (ωB97M-V/def2-TZVPD, the Open Molecules 2025 dataset).

Properties
HOMO level: -0.273 Eh
strongest force on any atom: 5.76 eV Å⁻¹
structure (SMILES): CC=C=C(C)NNC
lowest unoccupied orbital energy: 0.0348 Eh

```
20
Properties=species:S:1:pos:R:3:forces:R:3
C -0.0397 1.2551 -0.1366 -0.2 1.7 0.7
C -0.8859 0.2908 -0.3913 1.3 3.9 0.4
C -0.3711 2.7395 -0.3879 0.8 0.7 -0.1
C -1.7526 -1.6231 0.5879 -3.3 -2.2 -1.7
C 1.8952 -1.3049 0.4608 0.9 -1.1 1.6
C -1.8773 -0.4822 -0.4345 -1.0 -4.7 -3.2
N 1.3269 1.0053 -0.0881 -0.6 -2.0 -2.7
N 1.5811 -0.3351 -0.5629 0.2 -1.0 -0.9
H -1.3625 2.8840 -0.8540 0.5 -0.2 0.4
H -0.1856 3.5722 0.3794 -0.3 -1.7 -0.6
H 0.4317 2.8982 -1.1550 -1.0 0.4 0.3
H -2.4685 -2.4961 0.1543 1.5 1.8 1.3
H -2.1496 -1.3135 1.5343 0.1 -0.2 0.7
H -0.7558 -2.0649 0.6080 -0.2 0.3 0.3
H 2.9526 -1.1171 0.8047 -0.9 -0.2 -0.2
H 1.2570 -1.2311 1.3903 0.3 0.0 -0.8
H 1.8958 -2.4226 0.1527 -0.2 2.0 -0.1
H -2.2015 -0.8555 -1.5242 0.2 0.9 2.3
H 0.8148 -0.6831 -1.1994 1.2 1.1 1.2
H 1.8951 1.2840 0.6615 0.5 0.3 1.1
```
Forces are in eV/Å.

Results of the Löwdin charge analysis, in e, for atoms 1 through 6: -0.33 -0.10 -0.04 -0.11 -0.17 -0.17

***

(2)
# C7H20B2FN2O9Tl2

C7H20B2FN2O9Tl2 as an isolated structure (ωB97M-V/def2-TZVPD, the Open Molecules 2025 dataset).

Properties
HOMO level: -0.714 Eh
strongest force on any atom: 5.65 eV Å⁻¹
charge: +3
lowest unoccupied orbital energy: -0.6295 Eh

```
43
Properties=species:S:1:pos:R:3:forces:R:3
Tl 4.0915 0.3798 -1.6542 3.4 -0.5 -2.3
Tl 1.1441 2.8770 -1.8959 0.1 3.1 -2.4
B 3.3992 2.5602 -1.0285 1.1 -0.6 -0.3
H 2.9439 3.5215 -0.8477 -1.3 5.2 0.8
H 2.6308 1.8029 -1.0466 -0.8 -0.5 1.0
H 3.7565 2.4696 -2.0426 2.0 1.1 -3.4
H 4.1510 2.3082 -0.2967 2.4 -0.4 3.9
B 2.0197 0.9316 -2.9756 0.8 -0.4 0.9
H 1.2284 1.3724 -3.5620 -3.9 1.1 -2.9
H 1.9201 0.6313 -1.9440 -1.2 -1.1 -0.6
H 2.4329 0.0919 -3.5126 1.2 -3.3 -3.1
H 2.7977 1.6730 -2.8796 2.2 2.1 -1.3
C 0.4682 -0.8613 -0.0802 0.6 -1.9 -0.2
C 1.3728 0.2712 -0.4144 -0.5 -0.6 1.6
O 0.8190 1.3518 -0.6740 -4.4 -0.8 3.5
O 2.6229 0.2003 -0.3250 -1.3 -3.8 3.9
H 0.5531 -1.0507 0.9898 0.8 0.0 -0.2
H 0.8316 -1.7803 -0.5402 0.1 0.0 -0.5
H -0.6188 -0.7993 -0.1320 0.9 0.3 -1.0
C -2.1918 2.0014 0.7962 2.6 0.5 0.7
C -1.4474 0.7489 1.2850 -2.6 2.1 0.9
O -2.3834 -0.2462 0.9072 2.8 -0.5 0.8
C -3.5678 0.2660 0.7182 -2.2 2.3 1.4
O -4.5425 -0.4073 0.5735 0.1 0.6 -0.4
O -3.5104 1.6474 0.8679 -1.8 -1.9 -0.6
F -1.5451 0.8220 2.6884 -0.3 1.2 -1.2
H -1.9244 2.3347 -0.2066 0.0 -0.1 -0.2
H -1.8945 2.7594 1.5208 -0.6 0.4 -0.1
H -0.4451 0.5013 0.9356 -1.3 1.2 0.7
C 0.5119 -2.5089 3.5958 0.9 0.0 0.8
N 0.3943 -1.0380 3.2863 1.8 1.4 1.0
O 1.0565 -0.1375 3.8693 -2.3 -3.1 -1.9
O -0.3559 -0.8013 2.3210 2.0 -2.3 2.4
H 0.3220 -3.1286 2.7194 -0.6 0.5 0.0
H -0.1326 -2.7148 4.4504 -0.2 0.0 -0.2
H 1.5402 -2.7237 3.8865 0.0 0.4 0.2
C -2.7576 -1.5664 -1.1048 0.1 -0.6 -2.0
N -2.4310 -2.9095 -1.6314 0.5 -0.2 1.1
O -1.2798 -3.2444 -1.9530 -0.8 0.4 0.0
O -3.3712 -3.6363 -1.5541 0.3 -1.2 -0.8
H -3.2064 -1.8146 -0.1431 0.0 0.1 -0.2
H -3.4859 -1.2821 -1.8644 -0.3 0.5 0.4
H -1.9169 -0.8726 -1.1023 -0.4 -0.6 -0.3
```
Forces are in eV/Å.

Results of the Löwdin charge analysis, in e, for atoms 1 through 6: 1.55 1.52 -0.39 0.08 -0.13 0.00

***

(3)
# C3H7NO

A 2-piece molecular cluster, C3H7NO overall (ωB97M-V/def2-TZVPD, the Open Molecules 2025 dataset).

Properties
HOMO level (alpha / beta): 0.033 / -0.088 Eh
2S+1: 2
⟨S²⟩: 0.753
strongest force on any atom: 1.73 eV Å⁻¹
charge: -1
lowest unoccupied orbital energy (alpha / beta): 0.1108 / 0.1094 Eh

```
12
Properties=species:S:1:pos:R:3:forces:R:3
O -3.7161 2.3869 -2.9526 -0.9 0.0 0.7
C -2.7809 2.3831 -3.8174 0.9 0.1 -0.1
H -1.7420 2.6321 -3.5085 -0.1 -0.1 -0.3
H -2.9565 2.1147 -4.8671 0.1 0.0 -0.2
C 2.1828 -1.8045 1.9226 0.9 0.0 1.1
C 0.2727 -0.5599 1.8775 1.2 -0.6 -0.9
N 0.7455 -1.7487 1.8823 -1.3 1.1 0.0
H 2.5050 -2.4193 2.7912 -0.2 0.0 -0.7
H 2.6207 -0.8136 2.1219 0.0 0.0 -0.3
H 2.6316 -2.2093 1.0088 -0.3 -0.1 0.1
H -0.7478 -0.2228 1.7393 -0.4 -0.8 0.3
H 0.9848 0.2613 1.8019 0.1 0.4 0.3
```
Forces are in eV/Å.

Results of the Löwdin charge analysis, in e, for atoms 1 through 6: -0.38 -0.49 -0.05 -0.06 -0.19 -0.07

***

(4)
# C27H31F5InN8O3S2

C27H31F5InN8O3S2 as an isolated structure (ωB97M-V/def2-TZVPD, the Open Molecules 2025 dataset).

Properties
HOMO level: -0.389 Eh
strongest force on any atom: 0.73 eV Å⁻¹
charge: +1
lowest unoccupied orbital energy: -0.1146 Eh

```
77
Properties=species:S:1:pos:R:3:forces:R:3
In -0.1457 -0.2030 0.0211 0.5 -0.6 0.0
C -3.3393 -0.4801 0.0558 0.1 0.0 0.0
C -2.9274 -1.9459 0.3685 0.0 0.1 0.0
N -1.6219 -2.0345 1.0297 -0.1 0.1 0.1
C -1.6774 -2.0623 2.4963 0.0 0.0 0.0
C -0.5941 -1.2022 3.1593 -0.1 0.1 -0.1
N -0.2640 0.0166 2.3967 0.0 -0.1 0.1
C -1.1820 1.1438 2.6122 0.1 0.0 0.0
C -2.4893 0.9599 1.8530 0.0 -0.1 0.0
N -2.3108 0.5152 0.4472 -0.1 0.1 0.2
H -3.5151 -0.3747 -1.0124 0.0 0.0 0.0
H -4.2755 -0.2324 0.5592 0.0 0.0 0.0
H -3.7024 -2.4245 0.9718 0.0 0.0 0.0
H -2.8637 -2.4970 -0.5652 0.0 0.0 0.0
H -1.1291 -2.8413 0.6790 0.0 -0.1 0.0
H -2.6655 -1.7256 2.8079 0.0 0.0 0.0
H -1.5822 -3.0811 2.8787 0.0 0.0 0.0
H -0.9192 -0.9360 4.1698 0.0 0.0 0.0
H 0.3174 -1.7768 3.2643 0.1 -0.1 0.0
H 0.6703 0.3146 2.6584 0.0 0.0 0.0
H -1.4050 1.2741 3.6753 0.0 0.0 0.0
H -0.6786 2.0460 2.2734 0.0 0.0 0.0
H -3.1019 0.2152 2.3568 0.0 0.0 0.0
H -3.0577 1.8910 1.8854 0.0 0.0 0.0
H -2.4049 1.3139 -0.1645 0.0 0.1 0.0
C 4.6076 -1.6921 -1.9111 0.0 0.0 0.0
S 4.5802 -0.8363 -0.3272 0.0 0.0 0.0
C 3.0167 -0.0422 -0.3213 0.1 0.0 -0.1
S 1.8766 -0.2624 -1.5974 -0.2 0.1 -0.2
N 2.8273 0.7030 0.7244 -0.2 0.1 0.1
N 1.6085 1.3583 0.6498 -0.1 0.3 0.2
C 1.6640 2.6201 0.7962 0.0 0.0 -0.1
C 0.5094 3.4942 0.5272 0.0 -0.1 0.0
C 0.6093 4.8548 0.7850 0.0 0.0 0.0
C -0.4426 5.6834 0.4226 0.0 0.0 0.0
C -1.5396 5.1218 -0.2040 0.0 0.0 0.0
C -1.5491 3.7506 -0.4226 0.0 -0.1 0.0
N -0.5626 2.9386 -0.0562 0.0 0.0 0.0
H 5.5860 -2.1705 -1.9493 0.0 0.0 0.0
H 3.8297 -2.4476 -1.9759 0.0 0.0 0.0
H 4.5203 -0.9956 -2.7409 0.0 0.0 0.0
H 2.6240 3.0844 1.0120 0.0 0.0 0.0
H 1.5031 5.2511 1.2481 0.0 0.0 0.0
H -0.3964 6.7475 0.6106 0.0 0.0 0.0
H -2.3732 5.7257 -0.5347 0.0 0.0 0.0
H -2.3842 3.2980 -0.9492 0.0 0.0 0.0
O 5.0476 -4.1771 5.6681 0.0 -0.1 -0.1
C 5.7489 -4.2191 4.4585 0.0 0.0 0.0
N 4.8688 -4.2803 3.2978 0.0 0.1 0.0
C 4.0418 -3.2413 3.0581 0.0 0.0 0.0
O 4.0426 -2.2411 3.7619 0.0 0.0 0.0
C 3.0988 -3.3415 1.8927 0.0 0.0 0.0
C 3.0611 -4.3682 0.9619 0.0 0.0 0.0
C 2.1433 -4.2995 -0.0770 0.0 0.0 0.0
C 1.2947 -3.2112 -0.1470 0.0 0.0 0.0
N 1.3124 -2.2202 0.7562 0.0 0.0 0.0
C 2.2112 -2.2853 1.7323 0.0 0.0 0.0
H 4.6276 -3.3094 5.7171 0.0 0.0 0.0
H 6.3559 -5.1203 4.4618 0.0 0.0 0.0
H 6.3934 -3.3463 4.3436 0.0 0.0 0.0
H 4.7478 -5.1540 2.8192 0.0 0.0 0.0
H 3.7377 -5.2112 1.0145 0.0 0.0 0.0
H 2.0894 -5.0724 -0.8307 0.0 0.0 0.0
H 0.5821 -3.1025 -0.9592 0.0 0.0 0.0
H 2.2793 -1.4565 2.4248 0.0 0.0 0.0
F -4.4352 -0.5165 -5.6706 0.0 0.0 0.0
C -3.5753 -0.7216 -4.6756 0.0 0.0 0.0
C -3.2289 -2.0097 -4.2978 0.0 0.0 0.0
F -3.7584 -3.0480 -4.9363 0.0 0.0 0.0
C -2.3402 -2.2205 -3.2581 0.0 0.0 -0.1
F -2.0276 -3.4778 -2.9109 0.0 0.0 0.0
C -1.7464 -1.1634 -2.5591 0.2 0.0 -0.1
O -0.8942 -1.3806 -1.5851 -0.2 -0.1 0.0
C -2.1276 0.1165 -2.9678 0.0 -0.1 -0.1
F -1.6230 1.1688 -2.2791 0.1 0.1 0.0
C -3.0214 0.3482 -3.9945 0.0 0.0 0.0
F -3.3565 1.5968 -4.3159 0.0 0.1 0.0
```
Forces are in eV/Å.

Results of the Löwdin charge analysis, in e, for atoms 1 through 6: 0.77 -0.13 -0.15 -0.08 -0.15 -0.15

***

Question: Number 4 is which compound?
Answer: C27H31F5InN8O3S2